114
Properties=species:S:1:pos:R:3:forces:R:3:mulliken_charge:R:1 method="wB97M-V/def2-TZVPD" homo_lumo_gap_ev="6.96 / 1.84" multiplicity=2 s2=0.757 total_charge=+1
O 3.4134 1.9289 -2.6378 2.100 1.331 -0.075 -0.5765
C 4.1867 2.8889 -2.7442 -1.560 -1.533 -0.387 0.6897
O 5.4333 2.8440 -3.2978 -2.692 3.984 1.431 -0.3492
C 6.0739 1.7207 -3.6997 1.273 -2.504 -0.659 -0.2092
C 6.0437 1.5184 -5.2547 -0.517 0.313 1.226 -1.1070
C 3.6470 4.2894 -2.3884 0.865 -0.066 -0.857 -0.5944
H 5.6991 0.9349 -3.0439 -0.235 -0.809 -0.778 0.3186
H 7.1002 1.8341 -3.3505 0.221 0.173 -0.332 0.2964
H 6.2565 2.4681 -5.7454 0.318 0.056 0.173 0.2988
H 5.0384 1.2649 -5.5910 0.057 -0.370 0.070 0.2820
H 6.7798 0.7792 -5.5707 -0.183 -0.021 0.062 0.3796
H 3.5670 4.5078 -1.3234 0.236 -0.474 0.020 -0.1145
H 2.6506 4.3568 -2.8249 0.026 -0.145 0.059 0.2847
H 4.2620 5.0596 -2.8540 0.056 0.006 0.123 0.3915
O -1.4888 -1.7173 -2.3657 -2.557 2.116 -1.811 -0.4353
C -1.6016 -0.9775 -3.3685 1.405 -1.408 1.363 0.5322
O -2.6616 -0.4278 -4.0021 2.571 0.619 1.238 -0.3677
C -3.9229 -0.4119 -3.4185 -1.909 -0.837 -0.499 0.3590
C -4.6558 -1.4014 -4.2908 -0.988 -0.917 0.049 -1.2404
C -0.2996 -0.7763 -4.0758 0.384 0.336 0.900 -0.6199
H -4.3868 0.5694 -3.5187 0.442 0.236 0.103 0.3006
H -3.9547 -0.7282 -2.3759 0.433 -0.006 0.003 -0.1315
H -3.9927 -2.2606 -4.3918 -0.269 -0.237 0.086 0.3135
H -4.8868 -1.0793 -5.3062 0.272 0.461 0.094 0.3414
H -5.6057 -1.7285 -3.8682 0.000 -0.067 0.153 0.3533
H -0.1926 -1.7157 -4.6182 0.511 0.410 -0.550 0.2945
H 0.3881 -0.8078 -3.2307 0.353 -0.341 -0.270 0.0114
H -0.0706 0.1735 -4.5590 -0.619 -0.372 -0.686 0.3389
O -5.1369 -4.6632 2.1008 -0.017 1.852 0.440 -0.5170
C -5.0582 -4.5052 0.9210 0.825 -2.929 -2.215 0.6330
O -4.4817 -3.5161 0.1553 -1.416 -0.508 0.835 -0.3297
C -4.1153 -2.2159 0.6857 0.235 -1.444 -0.021 -0.2830
C -2.6058 -2.2350 0.9261 0.318 1.285 0.921 -0.1479
C -5.3333 -5.8207 0.0143 1.195 1.123 0.847 -1.0522
H -4.6622 -1.9913 1.6015 0.181 -0.291 0.247 0.4141
H -4.5061 -1.5008 -0.0381 0.585 -0.020 -0.289 -0.0242
H -2.2921 -1.1962 0.8235 0.331 0.173 0.102 -0.0237
H -1.8769 -2.8207 0.3659 -0.982 -0.156 -0.919 -0.1466
H -2.3785 -2.5252 1.9518 -0.343 0.074 0.260 0.4627
H -6.3186 -5.8830 -0.4477 0.234 0.141 0.033 0.2839
H -5.1204 -6.6736 0.6587 -0.769 0.153 0.433 0.3553
H -4.5069 -5.9553 -0.6836 -0.353 0.625 -0.660 0.2959
O 8.6621 -3.8386 0.0389 -3.164 0.768 -0.834 -0.6333
C 7.4516 -3.5595 -0.0638 5.495 -1.551 -0.914 0.3951
O 6.7212 -3.6166 1.0192 -0.530 0.304 2.597 -0.3357
C 5.3974 -3.1381 0.8673 0.315 -1.743 -2.284 -0.1404
C 5.3300 -3.1554 -0.6737 -3.486 1.009 -0.759 -0.0099
C 6.6761 -3.0782 -1.2809 1.107 1.614 1.630 -0.4494
H 5.1732 -2.1548 1.2808 0.619 -0.030 0.244 0.1954
H 4.6991 -3.8903 1.2342 0.112 0.167 0.459 0.1794
H 4.6649 -2.3021 -0.8069 -0.023 0.068 -1.238 0.0089
H 4.8354 -4.0145 -1.1270 -0.339 -0.174 0.614 0.2604
H 7.0226 -2.0449 -1.2989 -0.038 0.459 -0.097 0.1223
H 6.8839 -3.3962 -2.3026 -0.116 -0.879 0.556 0.4311
O -3.4833 0.0317 3.8142 -5.803 -4.127 -3.497 -0.5516
C -2.5411 0.5516 4.1808 3.970 -2.127 0.822 0.4614
O -2.6835 1.6129 4.8353 -0.629 5.557 2.868 -0.3592
C -1.4816 2.2470 5.1815 1.057 -0.239 0.963 -0.4484
C -0.4365 1.3047 4.6792 2.802 -0.811 -0.396 -0.2350
C -1.1384 0.0242 4.2359 0.570 1.161 -0.684 0.2626
H -1.2313 2.2376 6.2423 -1.329 0.539 0.384 0.2396
H -1.4491 3.2725 4.8135 -0.091 -0.142 -0.169 0.2980
H 0.2234 0.9595 5.4751 0.179 0.644 0.162 0.4238
H 0.2293 1.7826 3.9606 -0.123 -0.294 -0.438 -0.1411
H -1.0257 -0.7348 5.0101 -0.368 -0.102 -0.210 0.4591
H -0.7887 -0.3593 3.2774 -0.205 -0.107 0.092 -0.4333
O -2.6771 2.2118 0.8661 -1.497 1.126 0.457 -0.5053
C -3.8467 2.5041 1.0756 0.453 -0.222 -0.320 0.2462
O -4.3897 3.7217 0.7841 1.984 2.011 -0.998 -0.4146
C -5.7758 3.9739 1.0792 0.093 -2.327 0.902 -0.3094
C -6.0520 2.7279 1.8662 -1.025 -2.658 0.694 -0.9081
C -4.9804 1.6441 1.4872 -0.660 1.274 0.571 0.2106
H -6.4299 4.0103 0.2081 0.623 0.547 -0.267 0.2796
H -5.9442 4.7397 1.8364 0.533 0.831 -0.975 0.2820
H -6.9909 2.2096 1.6717 -0.407 0.635 0.105 0.3935
H -6.0413 3.0121 2.9185 0.230 -0.627 0.144 0.3020
H -5.2316 1.1997 0.5241 -0.400 -0.524 0.113 0.1950
H -4.7983 0.9163 2.2779 0.179 0.038 -0.330 0.2284
O 1.4228 -3.1226 -1.8590 -2.402 -3.320 2.668 -0.5786
C 0.9331 -3.8917 -0.9755 4.559 2.343 -3.331 0.4496
O 0.4406 -5.1383 -1.1686 1.002 0.776 -3.362 -0.3603
C -0.2671 -5.5415 -0.0673 -0.057 0.348 1.974 -0.4648
C 0.5270 -4.8941 1.0451 -1.170 0.243 1.161 -0.6976
C 1.0574 -3.5927 0.4850 -2.177 -0.734 0.089 0.8874
H -0.2467 -6.5770 0.2725 -0.199 -0.435 -1.481 0.3990
H -1.2762 -5.1535 -0.2061 -0.267 -0.242 0.487 0.2430
H 1.3530 -5.5597 1.2958 -0.232 0.020 0.462 0.3645
H -0.2792 -4.8021 1.7729 0.879 0.174 1.139 0.2968
H 1.9831 -3.2525 0.9491 -0.047 0.165 -0.765 0.4573
H 0.2536 -2.8567 0.5008 0.174 0.541 0.912 -0.8636
O 3.3414 2.1751 1.5705 -2.733 -1.931 -1.808 -0.7042
C 2.4664 1.5037 0.9806 1.972 2.061 0.629 0.2754
O 1.1840 1.9598 0.8749 1.553 1.498 1.190 -0.1214
C 0.2871 0.9629 0.4672 -1.376 1.045 -0.320 0.2919
C 1.0604 -0.2599 0.2676 1.514 -1.670 -0.020 0.6658
C 2.5545 0.1833 0.2352 -0.882 0.382 0.427 0.2261
H -0.1475 1.2784 -0.4813 -0.304 0.188 0.140 0.1445
H -0.4842 0.9138 1.2357 -0.185 -0.136 -0.250 -0.4307
H 0.7356 -0.6605 -0.6926 0.260 -0.859 0.378 -0.2538
H 0.9508 -0.9314 1.1191 -0.301 -0.255 -0.346 -0.2258
H 2.8168 0.3297 -0.8126 0.505 0.326 0.156 0.1573
H 3.2809 -0.4374 0.7598 -0.206 -0.240 -0.292 -0.1176
O -0.1930 7.5042 3.2177 -0.229 -0.720 0.050 -0.1573
C 0.2587 6.6047 2.5362 3.817 0.340 -1.358 0.5439
O 1.5822 6.5614 2.2072 -1.395 1.907 2.116 -0.2810
C 1.8892 5.5173 1.2591 -0.704 -2.488 1.031 -0.0068
C 0.5606 5.3803 0.6715 -1.406 -1.428 -3.532 -0.1856
C -0.4885 5.5410 1.7093 -0.911 0.799 1.342 -0.0757
H 2.0975 4.6028 1.8145 0.387 0.045 0.380 0.1722
H 2.7296 5.6240 0.5732 -0.182 1.194 0.330 0.1399
H 0.2407 4.3758 0.3947 0.798 -0.612 -0.687 0.1023
H 0.5000 5.9572 -0.2514 -0.602 0.440 0.279 0.3124
H -0.5916 4.6251 2.2910 0.230 0.040 0.536 -0.0177
H -1.5118 5.8544 1.5023 0.211 0.117 -0.547 0.4527

=====

115
Properties=species:S:1:pos:R:3:forces:R:3:mulliken_charge:R:1 method="wB97M-V/def2-TZVPD" homo_lumo_gap_ev="6.54 / 8.15" multiplicity=3 s2=2.004 total_charge=+1 e_above_lowest_ev=0.531
Ti 0.3538 0.1207 0.5140 0.297 0.080 0.091 0.6311
C -5.3321 -2.8290 0.5508 0.175 -1.526 1.885 -2.0545
C -4.1660 -2.0352 1.1499 1.100 -0.899 1.522 1.5770
C -4.3664 -1.7510 2.6702 -0.367 0.591 -0.686 -1.6403
C -3.9054 -0.7656 0.3918 -1.457 -0.313 -1.439 -1.3298
N -2.8891 -2.8835 0.9975 -0.694 0.756 0.651 0.4588
C -2.8513 -4.0791 0.3226 0.199 0.172 -0.447 -0.3444
C -1.5659 -4.4423 0.2565 1.073 -1.477 0.243 -1.0399
N -0.7991 -3.5592 1.0081 0.124 0.798 -0.254 0.3603
B 0.7581 -3.7755 1.3363 -0.679 -0.151 0.702 0.3750
N 1.6314 -3.7722 0.0883 0.243 0.265 -2.166 0.6730
C 2.6164 -4.7072 -0.0988 0.079 -1.219 0.728 -1.0924
C 3.0531 -4.6487 -1.3680 1.636 -1.273 0.634 -0.5068
N 2.4438 -3.6270 -1.9883 -1.278 0.861 0.557 0.6480
C 1.5235 -3.1244 -1.1118 -0.312 1.051 0.414 -1.3997
S 0.4751 -1.7763 -1.3961 -0.336 -0.489 0.232 0.2485
C 2.7956 -3.1211 -3.3360 -0.584 0.369 0.339 1.3729
C 1.5921 -3.4519 -4.2506 1.229 -0.859 -0.524 -1.5128
C 3.1144 -1.6141 -3.2035 0.755 0.300 -0.553 -0.8208
C 4.0513 -3.8165 -3.8429 -0.519 -0.900 -0.755 -2.2989
N 1.3084 -2.8204 2.4893 -0.902 0.086 -0.713 0.0641
C 0.7620 -3.0273 3.7316 1.555 0.910 0.503 -1.6566
C 1.3293 -2.1401 4.5974 -0.697 -0.980 -0.625 0.0273
N 2.1542 -1.3302 3.8424 -0.627 -0.250 0.031 0.5345
C 2.0611 -1.6918 2.5380 0.385 -0.309 -0.587 0.1324
S 2.7196 -0.8153 1.1670 -0.229 -0.457 0.736 -0.4636
C 2.9097 -0.2164 4.4083 1.142 0.872 -0.562 1.5789
C 4.3987 -0.3383 4.0462 0.745 0.827 -0.636 -1.7212
C 2.3605 1.1187 3.9282 -1.045 0.479 1.054 -1.6432
C 2.7831 -0.1582 5.9087 0.698 -0.189 0.309 -2.4240
C -1.6201 -2.5588 1.4143 -0.289 -0.495 -0.920 -0.2098
S -1.1397 -1.0533 2.1080 -0.304 0.054 0.462 -0.2588
H -6.2294 -2.2356 0.6841 -0.155 0.111 -0.432 0.3901
H -5.5155 -3.7918 1.1603 0.306 1.410 -0.806 0.3996
H -5.1377 -3.1548 -0.4672 -0.278 0.422 -0.191 0.4887
H -5.3534 -1.3249 2.8350 -0.320 -0.087 -0.185 0.4773
H -3.6917 -0.9729 3.0194 0.292 -0.213 -0.092 0.3073
H -4.2839 -2.6124 3.3121 0.152 -0.484 0.004 0.3860
H -4.6879 -0.0105 0.5756 0.433 -0.194 0.097 0.4400
H -4.0103 -1.0823 -0.6567 0.100 0.449 -0.103 0.1261
H -2.9127 -0.4072 0.5224 0.476 0.562 0.263 0.0977
H -3.6933 -4.6020 -0.0955 -0.006 0.251 0.113 0.5045
H -1.1829 -5.3589 -0.2272 0.014 0.838 0.602 0.5251
H 0.7382 -4.9309 1.7730 0.409 0.641 -0.071 -0.1465
H 2.8656 -5.4190 0.6827 -0.042 0.265 -0.274 0.5904
H 3.7973 -5.2525 -1.8588 -0.046 0.051 0.164 0.5007
H 0.7024 -2.9670 -3.9509 -1.037 0.150 0.826 0.2743
H 1.4674 -4.5593 -4.3585 -0.060 0.915 0.363 0.3507
H 1.7413 -3.0764 -5.2492 0.503 0.144 -0.541 0.4935
H 2.4534 -1.0489 -2.5271 0.094 -0.411 -0.716 -0.3883
H 3.1463 -1.2128 -4.2422 -0.172 0.054 0.726 0.3950
H 4.1324 -1.4641 -2.7903 -0.396 -0.321 -0.220 0.4749
H 3.8641 -4.8911 -4.0676 0.231 0.557 0.494 0.4779
H 4.9423 -3.6666 -3.2394 -0.120 -0.093 0.231 0.4938
H 4.2560 -3.4068 -4.8217 0.137 0.344 -0.287 0.4607
H 0.0312 -3.7699 3.8498 -0.586 -0.871 0.446 0.7249
H 1.2139 -2.0785 5.6623 0.021 0.202 -0.053 0.5542
H 4.6363 0.1997 3.0927 -0.273 -0.754 0.688 0.3140
H 4.7968 -1.3618 4.0003 -0.398 0.217 -0.031 0.3168
H 4.9650 0.1876 4.8231 -0.006 -0.109 -0.103 0.4822
H 2.3970 1.2781 2.8925 0.427 0.018 -1.504 0.2541
H 2.8874 1.9306 4.4331 0.097 -0.049 -0.058 0.5669
H 1.2881 1.2413 4.1793 0.413 -0.280 0.171 0.3304
H 3.1607 -1.0798 6.3744 -0.341 0.303 0.130 0.5114
H 1.7572 0.0696 6.1105 -0.666 -0.216 0.749 0.5222
H 3.3772 0.6984 6.2788 -0.233 -0.545 -0.227 0.5227
N 1.6115 1.6283 -0.7348 0.080 0.366 -1.310 -0.2876
C 0.9689 1.5765 -2.1102 -1.122 -1.170 1.657 1.7008
C 1.4140 2.5050 -3.1843 0.524 -0.531 -1.131 -1.2570
C 0.6379 2.2597 -4.5300 -1.106 -1.606 0.902 -0.7330
C 0.4966 0.7629 -4.9959 0.382 0.135 0.241 -0.8407
N -0.4098 -0.1144 -4.2620 -0.482 -1.726 1.441 0.2728
C -1.7365 -0.0208 -4.1252 0.846 1.278 -0.338 0.6349
N -2.4300 0.7818 -4.9358 -1.544 0.825 -0.095 -0.3245
N -2.3692 -0.6373 -3.1497 1.816 -1.127 0.837 -0.0297
C -0.5658 1.5609 -1.8413 -0.082 0.609 -1.124 0.7463
O -1.2910 2.3251 -2.4948 0.057 -0.535 0.910 -0.7713
O -0.9497 0.6475 -1.0269 -0.051 0.646 0.056 0.8671
H 1.7549 2.5865 -0.3799 -0.195 -0.576 -0.392 0.1824
H 2.5256 1.2404 -0.9141 0.517 0.004 0.518 0.4546
H 1.1651 0.5318 -2.4038 0.039 0.393 0.031 -1.4932
H 2.5262 2.3165 -3.3358 -1.205 0.649 0.069 0.2536
H 1.1782 3.5114 -2.8654 0.419 0.490 -0.087 0.3946
H 1.1544 2.6603 -5.3487 0.910 1.073 -1.020 0.7155
H -0.3726 2.6911 -4.4901 0.560 0.026 0.100 0.2515
H 1.4774 0.2857 -4.8335 -0.302 0.105 -0.494 0.0539
H 0.2119 0.6751 -6.0616 0.473 0.388 0.382 0.5125
H 0.0016 -0.8198 -3.5989 -0.234 0.858 -0.748 -0.2463
H -2.1886 0.9201 -5.8936 0.425 0.155 -0.196 0.2279
H -3.2934 1.2573 -4.6234 0.996 -0.766 -0.221 0.2317
H -1.7678 -0.9798 -2.3692 -0.937 0.417 -0.519 -0.4497
H -3.2942 -0.3562 -2.9603 -0.977 0.068 0.323 0.2676
C -0.6323 3.3607 3.5996 -0.334 0.025 0.855 -1.3923
As -0.6482 2.6620 1.7580 0.809 0.300 -0.335 1.0245
C -2.5194 2.6910 1.2804 -0.493 0.800 -0.720 -0.9042
C -0.0344 4.2375 0.6188 -1.236 -0.350 0.503 -0.7451
C -0.8375 5.5023 0.6408 -0.768 0.802 1.617 0.0122
C -0.7597 6.4085 1.7418 -0.354 -0.536 -1.987 -0.4526
C -1.5186 7.5682 1.7373 -0.198 -0.743 0.678 -0.7430
C -2.4260 7.8198 0.7076 0.523 0.209 0.009 -0.3260
C -2.5187 6.9682 -0.3755 0.185 -0.531 0.664 -0.8921
C -1.7793 5.7886 -0.3360 0.896 -0.904 -1.260 0.2824
H -1.3758 4.1774 3.6749 0.448 -0.311 -0.005 0.4950
H 0.3525 3.7141 3.9976 -0.709 -0.309 -0.711 0.3727
H -0.9688 2.5438 4.2894 0.220 0.572 -0.666 0.3834
H -3.1313 3.4343 1.8056 0.378 0.093 -0.123 0.5173
H -2.9583 1.7374 1.4813 -0.136 -0.740 0.121 0.1014
H -2.5881 2.8716 0.1787 0.098 -0.137 0.834 0.1260
H -0.0289 3.8030 -0.3688 -0.053 -0.043 -0.480 -0.2950
H 0.9618 4.4515 0.8999 1.262 0.111 0.383 0.7245
H -0.0876 6.1761 2.5252 0.578 0.006 0.821 0.4299
H -1.4687 8.1671 2.6435 -0.087 0.311 -0.387 0.3629
H -3.0186 8.7085 0.7263 -0.268 0.451 0.068 0.3872
H -3.1816 7.1991 -1.1917 -0.112 -0.095 -0.140 0.4264
H -1.7669 5.0384 -1.1441 -0.545 0.606 0.069 0.2865

=====

Total energy values (in eV) by entry order: -75145.7420, -174456.0635.